Entry 1:
C30H30AsN4O6Tl | ωB97M-V/def2-TZVPD

Geometry as XYZ:
```
72
Properties=species:S:1:pos:R:3:mulliken_charge:R:1
Tl -0.627 -0.867 0.930 1.407
C -2.303 -0.774 2.416 -0.355
C -2.260 0.567 2.994 -0.755
C -1.812 0.479 4.277 -0.431
C -1.593 -0.913 4.598 -0.413
C -1.911 -1.664 3.511 -0.844
H -3.087 -1.053 1.717 0.785
H -2.533 1.463 2.456 0.472
H -1.612 1.310 4.939 0.383
H -1.182 -1.282 5.528 0.364
H -1.832 -2.738 3.419 0.465
O -2.344 -2.289 -0.193 -0.678
C -2.373 -2.877 -1.323 0.005
C -3.585 -2.930 -2.080 -0.604
C -3.683 -3.593 -3.280 -0.359
C -2.577 -4.252 -3.825 -0.830
C -1.381 -4.200 -3.130 -0.651
C -1.238 -3.523 -1.918 0.553
C 0.077 -3.458 -1.278 0.350
N 0.390 -3.064 -0.056 -0.177
C 1.760 -3.176 0.063 -0.403
C 2.283 -3.636 -1.100 -0.838
N 1.209 -3.831 -1.943 0.006
H -4.435 -2.410 -1.654 0.399
H -4.631 -3.604 -3.809 0.350
H -2.649 -4.789 -4.763 0.363
H -0.530 -4.729 -3.548 0.343
H 2.264 -2.915 0.981 0.470
H 3.296 -3.822 -1.410 0.432
H 1.265 -3.970 -2.934 0.274
C -0.951 2.796 -2.471 -0.945
As -1.590 2.577 -0.664 0.819
C -0.151 3.089 0.497 -0.523
C -2.901 4.000 -0.488 -1.288
O -2.314 1.138 -0.331 -0.575
H -0.798 3.861 -2.655 0.425
H -1.704 2.400 -3.151 0.320
H -0.022 2.247 -2.609 0.132
H 0.317 4.006 0.137 0.516
H 0.553 2.245 0.485 -0.128
H -0.548 3.234 1.502 0.301
H -2.457 4.972 -0.707 0.378
H -3.282 3.990 0.532 0.322
H -3.719 3.798 -1.178 0.385
O 3.362 -1.912 2.657 -0.837
C 2.391 -1.134 2.650 -0.041
O 1.170 -1.422 2.651 -0.517
C 2.732 0.362 2.666 0.607
C 3.990 0.770 2.250 -0.829
C 4.333 2.116 2.200 -0.502
C 3.426 3.075 2.610 -0.682
C 2.186 2.647 3.065 -0.034
C 1.809 1.315 3.084 0.373
N 1.250 3.673 3.541 1.109
O 1.506 4.846 3.305 -0.687
O 0.255 3.315 4.141 -0.574
H 4.684 -0.004 1.947 0.469
H 5.309 2.420 1.842 0.367
H 3.654 4.130 2.590 0.460
H 0.821 1.005 3.408 0.355
N 0.909 0.176 -0.007 -0.623
C 0.998 0.165 -1.328 -0.104
C 0.082 -0.411 -2.271 0.608
C 0.283 -0.351 -3.634 -0.606
C 1.386 0.301 -4.193 -0.835
C 2.292 0.895 -3.307 -0.400
C 2.118 0.838 -1.941 -0.955
H -0.824 -0.869 -1.888 0.351
H -0.458 -0.814 -4.281 0.383
H 1.533 0.345 -5.265 0.312
H 3.161 1.417 -3.701 0.294
H 2.841 1.296 -1.273 0.317
```

Properties
* net charge: -2
* multiplicity: 1
* LUMO energy: 4.28 eV
* HOMO-LUMO gap: 5.11 eV

Entry 2:
C30H30AsN5O4ReS | ωB97M-V/def2-TZVPD

Geometry as XYZ:
```
72
Properties=species:S:1:pos:R:3:mulliken_charge:R:1
Re 0.050 0.409 -0.990 1.677
N 0.430 5.172 -1.156 -0.031
C 1.797 5.223 -1.163 0.160
C 2.666 6.303 -1.096 -1.118
C 4.015 6.023 -1.115 -0.545
C 4.472 4.703 -1.216 -0.981
C 3.613 3.627 -1.290 -0.551
C 2.238 3.876 -1.249 1.198
N 1.130 3.060 -1.277 0.066
C 0.086 3.860 -1.210 0.216
C -1.258 3.363 -1.154 -0.134
C -2.404 4.109 -1.210 -0.623
S -3.782 3.117 -1.055 -0.049
C -2.766 1.764 -0.928 -0.009
N -1.478 2.014 -0.990 0.157
H -0.182 5.970 -1.097 0.253
H 2.286 7.310 -1.036 0.426
H 4.730 6.829 -1.051 0.421
H 5.536 4.527 -1.243 0.443
H 4.031 2.637 -1.376 0.367
H -2.494 5.169 -1.337 0.429
H -3.164 0.779 -0.752 0.332
N 2.375 0.663 -0.954 -0.612
C 3.300 -0.469 -1.104 -0.820
C 2.624 -1.796 -0.752 -0.802
C 1.563 -2.082 -1.824 0.723
O 1.520 -3.098 -2.465 -0.556
O 0.706 -1.108 -1.962 -0.549
H 2.498 1.329 -1.713 0.364
H 2.546 1.177 -0.076 0.387
H 4.166 -0.318 -0.452 0.454
H 3.653 -0.521 -2.138 0.512
H 2.135 -1.711 0.228 0.230
H 3.343 -2.615 -0.744 0.472
O -2.022 -0.113 1.357 -0.478
C -1.023 0.387 1.844 0.178
N 0.026 0.863 1.069 0.090
C 1.019 1.402 1.896 0.048
O 2.040 1.905 1.482 -0.673
C 0.587 1.200 3.291 -0.152
C 1.232 1.442 4.485 -0.352
C 0.589 1.048 5.658 -0.550
C -0.668 0.461 5.630 -0.629
C -1.323 0.223 4.422 -0.364
C -0.672 0.582 3.258 0.097
H 2.204 1.906 4.504 0.550
H 1.084 1.197 6.604 0.444
H -1.148 0.174 6.554 0.439
H -2.297 -0.237 4.395 0.557
C -3.804 -1.592 -0.706 -1.296
As -1.873 -1.558 -1.050 0.796
C -1.963 -2.353 -2.830 -1.241
C -1.231 -2.939 0.222 -0.624
C -1.613 -4.348 -0.088 0.259
C -2.509 -5.032 0.740 -0.424
C -2.698 -6.391 0.587 -0.706
C -2.037 -7.085 -0.423 -0.452
C -1.165 -6.406 -1.269 -0.884
C -0.963 -5.050 -1.111 -0.092
H -4.068 -2.654 -0.712 0.491
H -4.361 -1.105 -1.509 0.432
H -4.084 -1.164 0.255 0.384
H -2.565 -3.263 -2.778 0.462
H -0.986 -2.594 -3.242 0.391
H -2.456 -1.649 -3.504 0.454
H -1.638 -2.644 1.194 0.593
H -0.141 -2.863 0.261 0.321
H -3.014 -4.500 1.535 0.411
H -3.345 -6.920 1.268 0.421
H -2.200 -8.145 -0.547 0.410
H -0.634 -6.944 -2.038 0.454
H -0.263 -4.536 -1.757 0.325
```

Properties
* net charge: +2
* multiplicity: 2
* LUMO energy (spin up / spin down): -8.08 / -7.67 eV
* HOMO-LUMO gap (spin up / spin down): 5.22 / 5.63 eV

Entry 3:
C30H30BF4N10O3S2SbSn | ωB97M-V/def2-TZVPD

Geometry as XYZ:
```
82
Properties=species:S:1:pos:R:3:nbo_charge:R:1
Sn -0.267 -0.161 0.276 1.856
C 1.522 -3.465 0.929 -0.661
C 1.810 -2.982 -0.454 0.263
C 2.927 -3.410 -1.178 -0.231
C 3.112 -2.997 -2.492 -0.123
C 2.127 -2.212 -3.091 -0.296
C 1.065 -1.820 -2.303 -0.078
N 0.931 -2.151 -1.035 -0.567
Sb -0.738 -0.990 -3.177 1.104
C -2.105 -1.515 -1.555 -0.043
C -3.201 -2.282 -1.891 -0.258
C -4.137 -2.533 -0.891 -0.080
C -3.953 -1.981 0.365 -0.211
C -2.821 -1.210 0.627 0.295
C -2.576 -0.585 1.959 -0.572
N -1.914 -1.012 -0.339 -0.795
C -0.495 1.127 -2.686 -0.072
C -0.222 2.010 -3.718 -0.297
C -0.233 3.374 -3.441 -0.120
C -0.596 3.791 -2.174 -0.239
C -0.868 2.842 -1.188 0.263
C -1.339 3.259 0.171 -0.661
N -0.762 1.529 -1.440 -0.614
H 2.119 -4.344 1.160 0.248
H 1.740 -2.696 1.674 0.255
H 0.464 -3.710 1.027 0.245
H 3.632 -4.088 -0.717 0.246
H 3.973 -3.325 -3.059 0.246
H 2.181 -1.930 -4.135 0.238
H -3.322 -2.668 -2.894 0.254
H -5.003 -3.147 -1.095 0.253
H -4.682 -2.137 1.147 0.259
H -3.492 -0.498 2.537 0.255
H -1.894 -1.209 2.539 0.204
H -2.121 0.401 1.830 0.169
H -0.019 1.642 -4.716 0.246
H -0.003 4.093 -4.217 0.251
H -0.686 4.843 -1.942 0.251
H -2.224 3.887 0.064 0.253
H -1.592 2.379 0.759 0.237
H -0.585 3.845 0.694 0.252
C 4.867 1.384 -3.176 -0.671
C 4.629 0.951 -1.783 0.363
N 5.518 0.610 -0.916 -0.210
N 4.836 0.299 0.211 -0.336
C 3.516 0.427 0.066 0.233
S 2.340 0.174 1.243 -0.101
N 3.364 0.850 -1.213 -0.215
N 2.131 1.128 -1.774 -0.623
H 5.937 1.407 -3.357 0.283
H 4.455 2.381 -3.342 0.245
H 4.403 0.691 -3.880 0.236
H 5.330 0.021 1.047 0.452
H 2.123 0.840 -2.745 0.391
H 1.945 2.129 -1.738 0.382
F -1.916 -0.564 4.026 -0.506
B -1.407 -1.733 3.539 1.329
F -0.398 -2.287 4.221 -0.475
F -2.351 -2.569 3.032 -0.489
F -0.660 -1.198 2.153 -0.630
O 2.038 9.601 4.833 -0.823
S 1.770 8.867 3.643 2.360
O 2.749 7.955 3.151 -0.872
O 0.815 9.388 2.680 -0.764
C 0.256 7.682 4.242 0.390
N -0.613 8.207 5.033 -0.378
C -1.651 7.413 5.311 0.120
C -1.735 6.140 4.755 -0.272
C -0.704 5.702 3.930 0.188
N 0.312 6.540 3.656 -0.438
C -0.623 4.387 3.263 0.090
C -1.480 3.328 3.548 -0.231
C -1.356 2.149 2.828 0.049
N -0.442 1.989 1.873 -0.551
C 0.416 2.983 1.638 0.047
C 0.363 4.193 2.291 -0.254
H -2.409 7.830 5.960 0.235
H -2.598 5.523 4.957 0.241
H -2.232 3.392 4.320 0.244
H -2.003 1.307 3.032 0.239
H 1.166 2.795 0.878 0.218
H 1.061 4.987 2.067 0.279
```

Properties
* net charge: +2
* multiplicity: 1
* LUMO energy (spin up / spin down): -7.55 / -7.24 eV
* HOMO-LUMO gap (spin up / spin down): 6.72 / 5.95 eV

Entry 4:
C30H30F16N3ORhSSbSe | ωB97M-V/def2-TZVPD

Geometry as XYZ:
```
84
Properties=species:S:1:pos:R:3:mulliken_charge:R:1
Rh -0.355 0.618 0.276 1.646
C -3.416 0.321 1.844 -1.440
N -2.467 1.279 1.272 0.889
C -3.004 1.859 0.028 -0.605
C -3.040 0.809 -1.081 -0.946
N -1.759 0.103 -1.120 -0.412
C -1.740 -1.086 -1.836 -1.081
C -2.672 -2.123 -1.659 0.742
F -3.648 -2.005 -0.741 -0.451
C -2.598 -3.319 -2.342 0.274
F -3.513 -4.268 -2.142 -0.435
C -1.545 -3.552 -3.208 0.791
F -1.433 -4.724 -3.835 -0.416
C -0.604 -2.559 -3.407 0.021
F 0.412 -2.771 -4.248 -0.436
C -0.712 -1.355 -2.739 0.926
F 0.219 -0.423 -2.979 -0.295
C -2.094 2.282 2.274 -0.279
C -0.948 1.750 3.136 -1.347
N 0.212 1.442 2.317 -0.602
C 1.345 2.165 2.454 -0.061
C 2.580 1.549 2.129 0.360
F 2.620 0.244 1.910 -0.501
C 3.765 2.246 2.119 0.325
F 4.910 1.633 1.820 -0.409
C 3.773 3.601 2.431 0.860
F 4.912 4.277 2.402 -0.336
C 2.591 4.241 2.776 0.380
F 2.608 5.532 3.068 -0.354
C 1.408 3.534 2.802 0.727
F 0.297 4.203 3.082 -0.437
H -4.392 0.801 1.994 0.175
H -3.058 -0.030 2.809 0.406
H -3.536 -0.540 1.194 0.213
H -2.351 2.670 -0.271 -0.231
H -4.006 2.279 0.188 0.496
H -3.230 1.318 -2.032 0.472
H -3.874 0.122 -0.925 0.514
H -2.942 2.532 2.924 0.419
H -1.778 3.194 1.778 -0.173
H -1.241 0.799 3.592 0.521
H -0.734 2.450 3.942 0.538
F -0.136 3.255 -0.046 0.031
Sb -0.448 5.107 -0.546 2.100
F -1.998 4.523 -1.454 -0.595
F -0.689 6.913 -0.969 -0.539
F 0.556 4.825 -2.121 -0.577
F 1.159 5.465 0.388 -0.631
F -1.462 5.293 1.044 -0.593
C -2.175 -6.962 0.003 -1.726
C -1.350 -5.716 0.131 0.641
C -0.174 -5.560 -0.592 -0.661
C 0.558 -4.382 -0.556 0.228
C 1.832 -4.288 -1.356 -1.635
C 0.079 -3.318 0.239 0.891
Se 0.984 -1.677 0.159 -0.105
C -1.055 -3.493 1.052 0.414
C -1.460 -2.446 2.045 -1.145
C -1.759 -4.681 0.967 -0.856
H -1.612 -7.765 -0.470 0.383
H -3.054 -6.762 -0.613 0.299
H -2.525 -7.307 0.976 0.391
H 0.167 -6.370 -1.226 0.337
H 2.023 -5.233 -1.863 0.398
H 2.677 -4.067 -0.702 0.371
H 1.801 -3.499 -2.109 0.248
H -0.709 -2.370 2.837 0.427
H -2.417 -2.692 2.501 0.455
H -1.522 -1.468 1.575 -0.152
H -2.646 -4.809 1.578 0.379
O 1.716 1.068 -0.527 0.087
S 1.909 1.943 -1.769 0.417
C 3.034 3.253 -1.220 0.450
C 4.482 2.742 -1.315 -0.834
C 4.443 1.251 -1.660 -0.445
C 3.258 1.087 -2.601 -0.880
H 2.700 3.493 -0.213 -0.961
H 2.834 4.122 -1.841 0.735
H 5.030 2.925 -0.390 0.340
H 4.998 3.287 -2.107 0.363
H 4.274 0.649 -0.765 0.067
H 5.371 0.914 -2.123 0.557
H 2.937 0.062 -2.778 0.373
H 3.406 1.591 -3.560 0.505
```

Properties
* multiplicity: 6
* LUMO energy (spin up / spin down): 0.20 / -2.62 eV
* HOMO-LUMO gap (spin up / spin down): 7.94 / 5.83 eV

Entry 5:
C30H30FO10 | ωB97M-V/def2-TZVPD

Geometry as XYZ:
```
71
Properties=species:S:1:pos:R:3:mulliken_charge:R:1
F 0.721 0.041 -0.352 -0.976
C 5.822 3.930 -0.077 -0.362
C 6.715 4.236 0.905 -0.667
C 6.910 3.340 1.930 0.912
C 6.178 2.168 1.906 -0.642
C 5.346 1.917 0.856 -0.270
C 5.155 2.735 -0.148 0.217
O 4.268 2.443 -1.182 -0.570
O 7.727 3.658 3.012 -0.551
H 5.691 4.431 -1.024 0.349
H 7.275 5.156 0.989 0.378
H 6.066 1.564 2.794 0.243
H 4.853 0.956 0.860 0.374
H 3.554 1.950 -0.771 0.297
H 7.626 3.056 3.753 0.286
C -3.443 -3.526 -1.815 -0.216
C -4.540 -4.285 -1.495 -0.757
C -4.766 -5.493 -2.202 0.568
C -3.900 -5.892 -3.185 -0.520
C -2.776 -5.102 -3.436 -0.447
C -2.570 -3.915 -2.807 0.371
O -1.576 -3.031 -3.170 -0.550
O -5.913 -6.209 -2.028 -0.560
H -3.244 -2.671 -1.187 0.358
H -5.288 -4.001 -0.770 0.397
H -4.028 -6.789 -3.772 0.329
H -2.207 -5.299 -4.333 0.414
H -1.433 -2.390 -2.469 0.298
H -5.947 -7.166 -2.084 0.313
C 3.742 -7.904 1.207 -0.577
C 3.406 -6.711 1.909 -0.373
C 2.515 -5.804 1.309 0.204
C 1.963 -6.214 0.088 -0.207
C 2.190 -7.394 -0.579 -0.780
C 3.167 -8.179 -0.057 0.782
O 3.514 -9.332 -0.705 -0.556
O 2.296 -4.499 1.758 -0.526
H 4.485 -8.532 1.675 0.370
H 3.899 -6.482 2.842 0.390
H 1.273 -5.565 -0.431 0.325
H 1.624 -7.462 -1.496 0.351
H 2.719 -9.623 -1.157 0.301
H 1.784 -4.000 1.118 0.295
C -3.766 2.472 -3.021 -0.395
C -3.983 2.591 -1.610 -0.712
C -4.751 3.616 -1.153 0.286
C -5.285 4.551 -2.116 -0.574
C -5.164 4.338 -3.473 -0.278
C -4.380 3.299 -3.967 0.463
O -4.182 3.097 -5.299 -0.537
O -5.051 3.826 0.177 -0.518
H -2.988 1.796 -3.347 0.456
H -3.447 1.971 -0.907 0.460
H -5.809 5.423 -1.753 0.409
H -5.598 5.121 -4.078 0.280
H -4.624 3.577 -6.003 0.305
H -5.987 3.833 -0.034 0.352
C -1.471 4.328 4.323 -0.511
C -1.406 5.721 4.632 -0.714
C -0.398 6.428 4.056 1.025
C 0.400 5.958 3.049 -0.645
C 0.251 4.636 2.613 -0.334
C -0.678 3.747 3.292 0.300
O -0.792 2.480 2.877 -0.503
O -0.091 7.664 4.619 -0.547
H -2.207 3.729 4.839 0.381
H -1.875 6.188 5.486 0.352
H 1.087 6.620 2.543 0.237
H 0.954 4.466 1.811 0.401
H -0.242 2.310 2.109 0.276
H 0.629 8.102 4.159 0.275
```

Properties
* net charge: -1
* multiplicity: 1
* LUMO energy: 2.19 eV
* HOMO-LUMO gap: 6.51 eV

Entry 6:
C30H30N5PtS | ωB97M-V/def2-TZVPD

Geometry as XYZ:
```
67
Properties=species:S:1:pos:R:3:nbo_charge:R:1
Pt -0.055 0.022 -0.053 1.012
C 0.279 -1.078 -3.034 -0.410
N 0.283 -1.673 -1.688 -0.439
C 1.561 -2.338 -1.410 -0.415
C -0.862 -2.554 -1.507 0.141
C -0.909 -3.815 -2.080 -0.228
C -2.020 -4.624 -1.907 -0.234
C -3.065 -4.186 -1.107 -0.179
C -3.025 -2.931 -0.530 -0.249
C -1.942 -2.069 -0.764 0.122
N -1.850 -0.788 -0.250 -0.620
C -2.940 0.027 -0.001 0.151
C -4.174 -0.093 -0.662 -0.250
C -5.246 0.702 -0.306 -0.177
C -5.116 1.640 0.709 -0.255
C -3.882 1.824 1.309 -0.164
C -2.791 1.056 0.936 0.044
N -1.474 1.251 1.524 -0.440
C -1.004 2.640 1.397 -0.412
C -1.483 0.863 2.942 -0.412
H 0.350 -1.853 -3.804 0.200
H 1.130 -0.405 -3.137 0.203
H -0.641 -0.516 -3.186 0.225
H 1.818 -3.071 -2.180 0.198
H 1.506 -2.834 -0.443 0.230
H 2.350 -1.587 -1.378 0.208
H -0.081 -4.173 -2.680 0.217
H -2.061 -5.592 -2.387 0.226
H -3.922 -4.824 -0.940 0.226
H -3.823 -2.608 0.123 0.228
H -4.269 -0.804 -1.469 0.228
H -6.193 0.587 -0.817 0.225
H -5.960 2.241 1.016 0.224
H -3.785 2.581 2.078 0.208
H -1.648 3.334 1.947 0.195
H -0.986 2.932 0.348 0.216
H 0.001 2.708 1.814 0.209
H -1.996 1.618 3.546 0.202
H -0.460 0.763 3.307 0.216
H -2.004 -0.082 3.066 0.217
N 1.440 1.289 -0.526 -0.453
C 1.748 2.249 -1.081 0.420
C 2.159 3.437 -1.734 -0.148
C 2.859 3.372 -2.943 -0.165
C 3.252 4.541 -3.565 -0.202
C 2.953 5.770 -2.990 -0.153
C 2.245 5.837 -1.798 -0.202
C 1.846 4.676 -1.164 -0.166
H 3.088 2.410 -3.381 0.228
H 3.797 4.495 -4.497 0.235
H 3.271 6.682 -3.476 0.233
H 2.006 6.796 -1.359 0.235
H 1.298 4.713 -0.232 0.226
S 0.500 -2.786 3.892 0.432
C 0.026 -1.972 2.447 -0.104
N 0.970 -1.443 1.743 -0.536
C 2.206 -1.687 2.312 0.165
C 3.445 -1.335 1.776 -0.221
C 4.591 -1.696 2.453 -0.204
C 4.524 -2.391 3.666 -0.197
C 3.308 -2.744 4.215 -0.192
C 2.155 -2.411 3.516 -0.253
H -1.018 -1.923 2.169 0.231
H 3.480 -0.785 0.845 0.218
H 5.558 -1.449 2.036 0.225
H 5.437 -2.660 4.180 0.229
H 3.250 -3.277 5.155 0.231
```

Properties
* net charge: +1
* multiplicity: 1
* LUMO energy (spin up / spin down): -3.20 / -3.20 eV
* HOMO-LUMO gap (spin up / spin down): 6.26 / 6.25 eV

Per-record energy relative to the best compared isomer or geometry (same formula, charge and spin), kcal per mole: 54.3; 74.1; 217.3; 0.0; 146.5; 48.7
Per-record calculated total energy, a.u.: -4239.8209; -4447.7047; -3608.9588; -6148.9573; -2013.3552; -1952.2422